Model P:
Molecular formula: C3H7NOS2
Method: DFT, ωB97M-V/def2-TZVPD

Cartesian coordinates (Å):
N -1.53 -0.29 1.36
C -0.71 -0.32 0.18
C -0.20 -1.68 -0.22
O 0.16 -2.67 0.48
C 0.56 0.53 0.43
S 1.81 0.50 -0.98
S 1.31 2.20 -1.98
H -1.92 0.64 1.60
H -1.07 -0.50 2.24
H -1.30 -0.07 -0.74
H 0.06 -1.77 -1.33
H 1.15 0.21 1.44
H 0.30 1.53 0.70
H 1.38 1.68 -3.18

- HOMO level (eV) = -8.62
- net charge = 0
- molar mass (u) = 137.23
- HOMO-LUMO gap (eV) = 9.028
- spin multiplicity = 1

---

Model Q:
Molecular formula: C3H7NOS2
Method: DFT, ωB97M-V/def2-TZVPD

Cartesian coordinates (Å):
C 1.08 0.42 0.58
C -1.75 0.17 0.48
C -0.50 -0.70 0.72
N 1.50 0.26 -0.64
O 1.48 0.98 1.55
S -0.41 -2.00 -0.54
S 3.11 0.86 -1.02
H -1.60 0.48 -0.50
H -1.87 1.03 1.06
H -2.71 -0.40 0.55
H -0.56 -1.14 1.69
H 1.07 -0.38 -1.23
H -1.62 -1.71 -1.19
H 2.79 2.12 -1.51

- HOMO level (eV) = -8.88
- net charge = 0
- molar mass (u) = 137.23
- HOMO-LUMO gap (eV) = 9.466
- spin multiplicity = 1

---

Which one is most stable, and which one is least stable? model P is the most stable of them, while model Q is the least stable.

---

Model P:
Molecular formula: C3H7NOS2
Method: DFT, ωB97M-V/def2-TZVPD

Cartesian coordinates (Å):
N 1.47 -0.07 1.01
C 0.53 0.15 -0.22
C 1.06 1.53 -0.69
O 0.46 2.64 -0.40
C -1.00 0.18 -0.10
S -1.78 -1.07 -1.24
S -1.22 -2.84 -0.41
H 0.87 -0.48 1.67
H 1.67 0.83 1.33
H 0.79 -0.78 -0.78
H 2.09 1.51 -1.20
H -1.34 1.22 -0.47
H -1.52 0.10 0.90
H -2.07 -2.92 0.59

- HOMO level (eV) = -9.36
- net charge = 0
- molar mass (u) = 137.23
- HOMO-LUMO gap (eV) = 9.547
- spin multiplicity = 1

---

Model Q:
Molecular formula: C3H7NOS2
Method: DFT, ωB97M-V/def2-TZVPD

Cartesian coordinates (Å):
N 0.13 0.15 2.53
C -0.66 0.72 1.43
O -1.92 0.84 1.47
C 0.07 0.92 0.13
C -0.27 -0.28 -0.88
S 0.61 0.00 -2.41
S 0.27 -1.83 -3.25
H 1.09 0.38 2.58
H -0.42 -0.20 3.22
H 1.18 1.20 0.22
H -0.34 1.84 -0.35
H -0.05 -1.31 -0.50
H -1.26 -0.11 -1.01
H 1.58 -2.34 -3.17

- HOMO level (eV) = -9.04
- net charge = 0
- molar mass (u) = 137.23
- HOMO-LUMO gap (eV) = 9.543
- spin multiplicity = 1

---

Which one is most stable, and which one is least stable? model Q is the most stable of them, while model P is the least stable.

---

Model P:
Molecular formula: C2H9NO5
Method: DFT, ωB97M-V/def2-TZVPD

Cartesian coordinates (Å):
O -1.55 2.49 2.81
C -1.85 3.37 2.02
N -2.95 3.25 1.20
C -3.63 1.94 1.14
O -4.00 1.42 2.14
H -1.21 4.32 1.99
H -3.46 4.05 0.75
H -3.89 1.72 0.15
O 3.99 0.16 0.35
H 3.07 -0.09 0.48
H 4.38 -0.52 -0.11
O 2.77 -1.75 -3.11
H 2.80 -2.11 -4.01
H 2.00 -2.16 -2.80
O 1.02 -5.03 -1.04
H 1.93 -5.22 -1.05
H 0.59 -5.85 -0.90

- HOMO level (eV) = -9.95
- net charge = 0
- molar mass (u) = 127.10
- HOMO-LUMO gap (eV) = 10.503
- spin multiplicity = 1

---

Model Q:
Molecular formula: C2H9NO5
Method: DFT, ωB97M-V/def2-TZVPD

Cartesian coordinates (Å):
C 1.94 0.25 -0.75
N 2.13 -0.73 0.14
O 0.50 -0.26 -2.04
O -0.27 -1.39 -1.60
O 1.12 1.25 -0.49
H -0.64 -1.10 -0.74
H 0.36 0.82 -1.39
H 2.70 0.36 -1.51
H 2.67 -1.53 -0.13
H 1.46 -0.86 0.88
C -2.45 0.42 0.99
O -1.22 -0.28 0.87
O -0.24 0.38 1.71
H 0.23 0.94 1.04
H -2.79 0.42 2.03
H -2.36 1.44 0.62
H -3.15 -0.14 0.37

- HOMO level (eV) = -9.23
- net charge = 0
- molar mass (u) = 127.10
- HOMO-LUMO gap (eV) = 10.050
- spin multiplicity = 1

---

Which one is most stable, and which one is least stable? model P is the most stable of them, while model Q is the least stable.

---

Model P:
Molecular formula: C7H6N2
Method: DFT, ωB97M-V/def2-TZVPD

Cartesian coordinates (Å):
C 1.91 0.78 0.98
C 1.18 -0.27 0.82
C -0.33 -0.21 0.78
C -0.92 0.97 0.05
C -0.83 -0.38 -0.69
C 0.06 -0.59 -1.82
N 0.67 -0.84 -2.74
C -1.94 -1.18 -0.94
N -2.89 -1.78 -1.22
H 3.00 0.90 1.10
H 1.46 1.80 1.16
H 1.62 -1.26 0.59
H -0.79 -0.75 1.66
H -1.97 1.14 0.46
H -0.22 1.68 -0.20

- HOMO level (eV) = -10.55
- net charge = 0
- molar mass (u) = 118.14
- HOMO-LUMO gap (eV) = 11.156
- spin multiplicity = 1

---

Model Q:
Molecular formula: C7H6N2
Method: DFT, ωB97M-V/def2-TZVPD

Cartesian coordinates (Å):
C 1.70 -0.98 0.71
C 1.60 1.20 -0.36
C -0.39 -1.32 -1.43
C -1.47 1.30 0.95
C -1.16 -0.75 -0.50
C -0.82 0.36 0.32
C 1.28 0.37 0.73
N 2.02 -2.08 0.69
N 1.78 1.89 -1.26
H -0.73 -2.16 -2.01
H 0.60 -0.96 -1.66
H -1.02 2.04 1.59
H -2.53 1.39 0.80
H -2.15 -1.16 -0.30
H 1.28 0.84 1.71

- HOMO level (eV) = -9.93
- net charge = 0
- molar mass (u) = 118.14
- HOMO-LUMO gap (eV) = 9.407
- spin multiplicity = 1

---

Which one is most stable, and which one is least stable? model P is the most stable of them, while model Q is the least stable.

---

Model P:
Molecular formula: C2H3NS3
Method: DFT, ωB97M-V/def2-TZVPD

Cartesian coordinates (Å):
C -1.24 0.16 -0.58
C -0.45 1.28 -0.40
N 1.04 -1.15 1.28
S -0.65 -1.46 -0.87
S 1.29 1.22 -0.56
S 2.12 -0.48 0.42
H -2.21 0.28 -0.23
H -0.83 2.26 -0.40
H 0.93 -2.11 1.35

- HOMO level (alpha / beta) (eV) = -8.56 / -8.31
- net charge = 0
- molar mass (u) = 137.25
- HOMO-LUMO gap (alpha / beta) (eV) = 7.264 / 6.465
- spin multiplicity = 1

---

Model Q:
Molecular formula: C2H3NS3
Method: DFT, ωB97M-V/def2-TZVPD

Cartesian coordinates (Å):
N 1.47 0.43 0.14
C 0.41 -0.34 -0.04
S 0.51 -1.97 -0.30
C -0.93 0.43 0.02
S -0.97 2.05 0.29
S -2.40 -0.44 -0.20
H 1.36 1.42 0.32
H 2.35 0.03 0.14
H -1.80 -1.61 -0.35

- HOMO level (eV) = -8.81
- net charge = 0
- molar mass (u) = 137.25
- HOMO-LUMO gap (eV) = 7.317
- spin multiplicity = 1

---

Model R:
Molecular formula: C2H3NS3
Method: DFT, ωB97M-V/def2-TZVPD

Cartesian coordinates (Å):
S 2.41 0.28 -1.16
C 0.77 0.24 -0.92
S -0.46 -0.28 -2.11
C 0.35 0.17 0.47
N -0.87 -0.08 0.76
S -1.35 0.28 2.33
H 0.43 -0.46 -3.15
H 1.08 0.41 1.28
H -2.36 -0.56 2.49

- HOMO level (eV) = -9.08
- net charge = 0
- molar mass (u) = 137.25
- HOMO-LUMO gap (eV) = 7.681
- spin multiplicity = 1

---

Which one is most stable, and which one is least stable? model Q is the most stable of them, while model P is the least stable.

---

Model P:
Molecular formula: C25H50N10O5
Method: DFT, ωB97M-V/def2-TZVPD

Cartesian coordinates (Å):
C 1.90 3.49 3.13
N 2.33 2.33 2.40
C 2.80 1.19 3.14
C 2.58 2.32 1.11
O 3.07 1.39 0.50
H 1.48 4.21 2.42
H 2.71 4.04 3.62
H 1.09 3.14 3.76
H 2.13 0.93 4.02
H 2.90 0.36 2.44
H 3.77 1.36 3.67
H 2.32 3.28 0.62
C -7.32 2.95 -1.08
N -6.00 3.28 -1.55
C -5.19 2.07 -1.94
C -5.65 4.51 -1.95
O -4.55 4.79 -2.38
H -7.29 2.14 -0.34
H -7.94 2.59 -1.93
H -7.62 3.90 -0.61
H -4.41 2.49 -2.60
H -4.70 1.57 -1.12
H -5.77 1.36 -2.52
H -6.49 5.25 -1.72
C 6.02 0.69 -1.86
N 4.93 -0.11 -2.39
C 5.03 -1.59 -2.29
C 3.85 0.58 -2.83
O 2.81 0.11 -3.24
H 6.05 0.47 -0.80
H 5.88 1.74 -2.08
H 7.03 0.40 -2.22
H 6.01 -1.89 -2.62
H 4.79 -1.98 -1.27
H 4.17 -2.06 -2.88
H 4.09 1.68 -2.85
C 1.93 -2.29 -0.39
N 3.02 -2.81 0.36
C 3.26 -2.16 1.61
C 3.64 -3.96 0.02
O 4.49 -4.54 0.69
H 1.97 -1.23 -0.55
H 1.00 -2.54 0.05
H 2.00 -2.70 -1.37
H 2.87 -1.14 1.44
H 2.78 -2.67 2.42
H 4.35 -2.23 1.78
H 3.17 -4.39 -0.91
C -1.52 -1.39 0.47
N -0.84 -0.81 1.63
C -0.77 0.66 1.74
C -0.07 -1.59 2.40
O 0.69 -1.26 3.27
H -1.33 -2.46 0.41
H -1.38 -0.87 -0.45
H -2.66 -1.33 0.75
H -1.78 1.03 1.96
H -0.03 0.86 2.55
H -0.39 1.15 0.88
H -0.32 -2.62 2.21
C -0.45 -1.27 -3.35
C -1.05 -2.43 -2.73
N -1.68 -3.28 -2.20
H -1.27 -0.58 -3.58
H -0.01 -1.62 -4.28
H 0.30 -0.84 -2.76
C -2.53 4.77 0.39
C -1.13 4.53 0.35
N 0.01 4.40 0.36
H -2.83 5.68 0.89
H -2.91 3.93 0.95
H -2.96 4.74 -0.63
C 3.55 -5.80 3.94
C 2.47 -5.38 3.08
N 1.52 -5.17 2.44
H 3.86 -6.82 3.60
H 3.11 -6.11 4.90
H 4.40 -5.15 4.01
C 0.50 2.30 -2.38
C -0.87 2.11 -2.01
N -1.93 1.87 -1.55
H 0.84 3.28 -2.27
H 0.82 1.81 -3.27
H 1.09 1.76 -1.59
C -7.12 -3.47 -0.13
C -7.71 -2.39 0.75
N -8.00 -1.53 1.39
H -6.17 -3.09 -0.40
H -7.73 -3.52 -1.04
H -7.02 -4.40 0.38

- HOMO level (eV) = -8.88
- net charge = 0
- molar mass (u) = 570.74
- HOMO-LUMO gap (eV) = 9.337
- spin multiplicity = 1

---

Model Q:
Molecular formula: C25H50N10O5
Method: DFT, ωB97M-V/def2-TZVPD

Cartesian coordinates (Å):
C 2.41 -4.87 -0.69
N 1.16 -4.39 -1.20
C 1.08 -3.81 -2.42
C -0.35 -3.28 -2.85
O 2.03 -3.84 -3.20
H 2.83 -4.48 0.29
H 3.17 -4.49 -1.36
H 2.44 -5.96 -0.55
H 0.38 -4.33 -0.55
H -0.31 -2.35 -3.42
H -0.99 -3.35 -2.02
H -0.65 -4.11 -3.55
C -3.84 -1.75 1.69
N -2.52 -1.74 1.19
C -1.60 -2.77 1.13
C -1.80 -3.98 2.01
O -0.63 -2.61 0.44
H -4.56 -2.36 1.08
H -4.20 -0.73 1.65
H -3.70 -2.09 2.78
H -2.27 -0.90 0.59
H -2.15 -3.73 3.03
H -0.87 -4.59 2.12
H -2.62 -4.61 1.70
C 2.04 -1.03 -5.24
N 1.56 0.35 -4.84
C 1.20 0.65 -3.59
C 0.83 2.08 -3.33
O 1.25 -0.15 -2.66
H 2.54 -1.44 -4.38
H 2.64 -1.05 -6.14
H 1.11 -1.61 -5.41
H 1.34 1.10 -5.54
H 0.73 2.28 -2.26
H -0.07 2.48 -3.79
H 1.64 2.71 -3.65
C -2.96 3.19 0.65
N -3.10 2.76 -0.69
C -2.58 1.60 -1.13
C -3.15 1.03 -2.44
O -1.83 0.95 -0.43
H -3.26 4.28 0.74
H -1.94 3.14 1.06
H -3.66 2.68 1.30
H -3.69 3.32 -1.25
H -3.44 1.91 -3.08
H -4.05 0.45 -2.21
H -2.43 0.52 -3.00
C 1.98 -2.81 3.02
N 2.95 -1.86 2.41
C 3.06 -0.56 2.83
C 4.22 0.11 2.17
O 2.27 -0.10 3.62
H 1.55 -2.38 3.91
H 2.64 -3.71 3.14
H 1.15 -3.00 2.32
H 3.62 -2.15 1.73
H 4.86 0.57 2.92
H 3.79 0.94 1.62
H 4.84 -0.44 1.48
C 4.55 -0.62 -1.98
C 5.07 -1.53 -0.98
N 5.32 -2.30 -0.16
H 3.47 -0.85 -2.04
H 4.91 -0.93 -2.96
H 4.80 0.44 -1.76
C -0.78 0.51 4.27
C -1.52 -0.75 4.60
N -2.20 -1.65 4.76
H -0.96 0.61 3.19
H 0.28 0.42 4.49
H -1.33 1.36 4.65
C -0.26 4.12 2.84
C -1.03 5.29 2.44
N -1.68 6.11 1.92
H 0.22 4.22 3.86
H 0.56 3.87 2.16
H -0.95 3.29 2.82
C -4.34 6.82 0.22
C -4.78 5.99 -0.94
N -5.10 5.26 -1.75
H -5.15 7.46 0.57
H -3.44 7.34 0.08
H -4.09 6.16 1.02
C 1.16 0.20 0.34
C 1.89 1.42 -0.02
N 2.43 2.38 -0.24
H 1.74 -0.63 0.00
H 0.44 0.12 -0.46
H 0.69 0.16 1.29

- HOMO level (eV) = -9.09
- net charge = 0
- molar mass (u) = 570.74
- HOMO-LUMO gap (eV) = 9.496
- spin multiplicity = 1

---

Which one is most stable, and which one is least stable? model Q is the most stable of them, while model P is the least stable.

---

Model P:
Molecular formula: C3H4ClF
Method: DFT, ωB97M-V/def2-TZVPD

Cartesian coordinates (Å):
C 2.35 0.02 0.14
C 1.15 -0.81 -0.12
C -0.08 -0.11 -0.25
F -0.01 1.27 -0.06
Cl -1.76 -0.25 0.08
H 2.40 1.05 0.31
H 2.64 -0.59 1.09
H 3.32 -0.38 -0.66
H 1.09 -1.80 -0.17

- HOMO level (eV) = -9.09
- net charge = 0
- molar mass (u) = 94.52
- HOMO-LUMO gap (eV) = 9.878
- spin multiplicity = 1

---

Model Q:
Molecular formula: C3H4ClF
Method: DFT, ωB97M-V/def2-TZVPD

Cartesian coordinates (Å):
F 1.93 -0.92 0.39
C 0.58 -0.88 0.44
C -0.12 -1.15 -0.79
C 0.01 0.29 -0.31
Cl -1.20 1.30 0.15
H 0.00 -1.00 1.32
H -1.00 -1.77 -0.88
H 0.52 -1.47 -1.67
H 0.70 0.90 -0.92

- HOMO level (eV) = -9.86
- net charge = 0
- molar mass (u) = 94.52
- HOMO-LUMO gap (eV) = 10.956
- spin multiplicity = 1

---

Model R:
Molecular formula: C3H4ClF
Method: DFT, ωB97M-V/def2-TZVPD

Cartesian coordinates (Å):
C 0.61 -0.31 1.53
C 0.11 -0.13 0.15
Cl 1.23 0.12 -1.30
C -1.25 0.00 -0.15
F -2.04 0.17 0.92
H 1.52 -0.81 1.66
H 0.85 0.73 2.10
H -0.19 -0.85 2.09
H -1.53 0.04 -1.25

- HOMO level (eV) = -9.23
- net charge = 0
- molar mass (u) = 94.52
- HOMO-LUMO gap (eV) = 10.135
- spin multiplicity = 1

---

Which one is most stable, and which one is least stable? model R is the most stable of them, while model P is the least stable.

---

Model P:
Molecular formula: H22O11
Method: DFT, ωB97M-V/def2-TZVPD

Cartesian coordinates (Å):
O 3.41 -0.83 -2.04
H 4.14 -0.33 -2.28
H 3.68 -1.67 -2.13
O 3.62 0.92 1.36
H 4.31 1.51 1.54
H 3.65 0.84 0.46
O -0.15 -3.08 3.97
H 0.71 -2.83 3.85
H -0.98 -3.04 3.57
O 1.27 1.20 3.01
H 1.89 0.96 2.25
H 0.56 0.52 2.88
O -4.55 -3.02 -1.02
H -3.83 -3.65 -0.87
H -4.16 -2.37 -1.60
O -1.35 -1.04 -4.26
H -0.49 -1.05 -3.74
H -1.96 -1.21 -3.76
O 1.47 3.47 -2.16
H 0.72 3.83 -2.13
H 1.95 4.18 -1.78
O -0.81 -2.96 -2.07
H 0.06 -2.74 -1.64
H -1.14 -3.83 -1.82
O -1.02 2.55 2.48
H -0.20 2.16 2.72
H -1.37 3.08 3.26
O -0.09 1.05 0.08
H -0.91 1.35 -0.33
H 0.75 1.23 -0.29
O -3.00 1.56 0.51
H -3.87 1.78 0.72
H -2.32 1.45 1.29

- HOMO level (alpha / beta) (eV) = -13.54 / -13.39
- net charge = +1
- molar mass (u) = 198.17
- HOMO-LUMO gap (alpha / beta) (eV) = 10.225 / 2.321
- spin multiplicity = 2

---

Model Q:
Molecular formula: H22O11
Method: DFT, ωB97M-V/def2-TZVPD

Cartesian coordinates (Å):
O 12.54 9.09 8.79
H 12.78 10.01 8.64
H 11.99 8.86 8.05
O 12.24 6.94 2.83
H 11.99 7.80 3.16
H 11.52 6.69 2.25
O 10.12 9.69 7.55
H 9.67 9.68 6.71
H 10.53 10.56 7.60
O 11.24 4.06 6.75
H 11.77 3.47 6.22
H 11.74 4.87 6.78
O 8.33 9.73 5.69
H 7.62 9.67 5.06
H 8.67 10.62 5.61
O 13.35 6.54 6.24
H 13.41 6.27 7.16
H 13.98 5.99 5.78
O 11.88 9.49 4.08
H 12.10 10.09 4.79
H 11.13 9.89 3.64
O 7.92 5.94 5.97
H 8.59 6.49 5.57
H 7.46 6.52 6.58
O 10.38 7.25 5.76
H 11.32 7.34 5.61
H 10.17 7.96 6.38
O 9.81 3.88 3.97
H 9.15 4.32 3.43
H 10.18 4.57 4.51
O 7.69 8.32 8.28
H 6.83 8.55 7.92
H 8.30 8.88 7.81

- HOMO level (alpha / beta) (eV) = -13.97 / -13.97
- net charge = +1
- molar mass (u) = 198.17
- HOMO-LUMO gap (alpha / beta) (eV) = 10.485 / 3.350
- spin multiplicity = 2

---

Which one is most stable, and which one is least stable? model Q is the most stable of them, while model P is the least stable.

---

Model P:
Molecular formula: C3H8ClN
Method: DFT, ωB97M-V/def2-TZVPD

Cartesian coordinates (Å):
C 0.04 1.45 0.01
C 0.27 -0.09 0.42
N 1.55 -0.50 -0.11
C -0.92 -0.98 0.01
Cl -2.43 -0.02 -0.03
H -0.83 1.95 0.42
H 0.90 2.21 -0.02
H -0.26 1.25 -1.09
H 0.29 0.00 1.45
H 1.52 -0.50 -1.11
H 1.54 -1.38 0.17
H -0.58 -1.57 -0.83
H -1.10 -1.81 0.70

- HOMO level (eV) = -9.88
- net charge = 0
- molar mass (u) = 93.56
- HOMO-LUMO gap (eV) = 10.838
- spin multiplicity = 1

---

Model Q:
Molecular formula: C3H8ClN
Method: DFT, ωB97M-V/def2-TZVPD

Cartesian coordinates (Å):
C -0.17 -0.66 -1.21
C 0.24 0.27 -0.18
N 1.48 -0.37 0.52
C -0.76 0.66 0.76
Cl -2.17 1.25 0.07
H -1.21 -0.58 -1.38
H 0.56 -0.11 -2.16
H 0.07 -1.88 -0.93
H 0.41 1.16 -0.73
H 0.65 -1.03 0.96
H 2.02 0.17 1.34
H -0.79 -0.33 1.40
H -0.32 1.45 1.54

- HOMO level (eV) = -9.96
- net charge = 0
- molar mass (u) = 93.56
- HOMO-LUMO gap (eV) = 10.845
- spin multiplicity = 1

---

Model R:
Molecular formula: C3H8ClN
Method: DFT, ωB97M-V/def2-TZVPD

Cartesian coordinates (Å):
C 0.36 -1.09 0.66
C 0.04 -0.31 -0.44
C -0.95 0.78 0.06
H -0.40 -1.81 1.02
H 1.41 -1.62 0.62
H 0.51 -0.44 1.62
H -0.55 -1.01 -1.14
H 2.03 0.00 -0.44
H 0.72 1.72 -1.44
H -0.44 1.31 0.91
H -1.02 1.74 -0.71
N 0.95 0.30 -1.21
Cl -2.66 0.44 0.51

- HOMO level (eV) = -9.21
- net charge = 0
- molar mass (u) = 93.56
- HOMO-LUMO gap (eV) = 9.536
- spin multiplicity = 1

---

Which one is most stable, and which one is least stable? model P is the most stable of them, while model R is the least stable.